A 2-piece molecular cluster, C6H10ClN2 overall in a non-equilibrium geometry. Source: the Open Molecules 2025 dataset; level of theory: ωB97M-V/def2-TZVPD.

```
19
Properties=species:S:1:pos:R:3
C -1.0450 -1.4869 -0.7018
C -1.7759 -0.5485 -0.0471
C 0.1894 -0.9186 1.0195
C -3.1816 -0.0984 -0.2907
C 3.2430 1.5678 0.1289
C 3.8434 0.4554 -0.3156
N -0.9889 -0.2233 1.0358
N 0.1219 -1.7105 -0.0765
Cl 3.3175 -1.1029 0.0179
H -1.4269 -1.8848 -1.5808
H -3.1696 0.4315 -1.2353
H -4.0208 -0.8241 -0.2718
H -3.3303 0.7741 0.4514
H 1.0505 -1.0866 1.6147
H 2.4672 1.6431 0.8857
H 3.3580 2.5940 -0.1421
H 4.5058 0.3485 -1.0661
H -1.3804 0.5170 1.6202
H 0.9024 -2.2883 -0.3357
```

Output
orbital gap: 9.7 eV
lowest unoccupied orbital energy: -3.23 eV
HOMO level: -12.91 eV
charge: +1

A 2-piece molecular cluster, C20H31N2O6P overall in a non-equilibrium geometry. Source: the Open Molecules 2025 dataset; level of theory: ωB97M-V/def2-TZVPD.

```
60
Properties=species:S:1:pos:R:3
C 0.1432 -3.4718 0.4992
C 0.6997 -3.2059 -0.8841
C -0.3160 -2.5130 -1.8293
C -0.3676 -3.1316 -3.2211
C 0.7371 -2.6713 -4.1858
C 1.9757 -2.1905 -3.4752
O 3.0256 -1.9328 -4.4397
P 4.4404 -2.1808 -3.7926
O 4.7724 -3.5756 -3.5604
O 5.4576 -1.4649 -4.7526
O 4.4137 -1.3903 -2.3747
C 4.8722 -0.0232 -2.3915
C 6.3198 -0.0370 -1.9373
O 7.2427 0.3901 -2.6111
O 6.4817 -0.6429 -0.7158
H -0.7936 -4.0066 0.4794
H 0.8857 -3.9864 1.0934
H -0.0295 -2.5110 0.9816
H 1.0873 -4.0858 -1.3760
H 1.5399 -2.5237 -0.7921
H -1.2885 -2.6696 -1.3697
H -0.1804 -1.4344 -1.8556
H -0.3784 -4.2085 -3.1325
H -1.3135 -2.8400 -3.6582
H 1.0304 -3.5221 -4.7864
H 0.4060 -1.9093 -4.8812
H 2.3136 -2.9770 -2.8151
H 1.8047 -1.2729 -2.9251
H 6.3180 -1.8392 -4.5223
H 4.8140 0.4245 -3.3721
H 4.2609 0.5890 -1.7396
H 6.6602 0.0275 -0.0541
C 1.4304 0.9764 0.3451
N 0.2047 1.4372 1.0445
C -0.7203 2.1220 0.3533
C -1.8863 2.5331 0.9531
C -2.1194 2.2317 2.2930
C -1.1343 1.5375 2.9875
C 0.0192 1.1529 2.3415
C -3.3887 2.6159 2.9637
C -4.2000 1.6496 3.5496
C -5.3529 2.0252 4.2022
N -5.7038 3.3166 4.2848
C -4.9506 4.2689 3.7116
C -3.7935 3.9461 3.0444
C -6.9263 3.7170 5.0280
H 1.9277 1.8409 -0.0861
H 1.1288 0.2713 -0.4274
H 2.0880 0.4826 1.0520
H -0.5069 2.3206 -0.6874
H -2.6155 3.0688 0.3614
H -1.2510 1.2934 4.0342
H 0.8033 0.6092 2.8472
H -3.9481 0.5994 3.5003
H -6.0053 1.3033 4.6705
H -5.2934 5.2891 3.8112
H -3.2041 4.7415 2.6096
H -7.5747 4.2710 4.3548
H -6.6260 4.3359 5.8693
H -7.4358 2.8297 5.3857
```

Output
orbital gap: 5.8 eV
lowest unoccupied orbital energy: -7.95 eV
HOMO level: -13.75 eV
charge: +2

C46H126F2N11O12Pd2 as an isolated structure in a non-equilibrium geometry. Source: the Open Molecules 2025 dataset; level of theory: ωB97M-V/def2-TZVPD.

```
199
Properties=species:S:1:pos:R:3
Pd -14.1064 16.2702 19.7205
Pd -10.1300 17.3926 18.6555
F -12.1491 16.6408 18.6729
F -9.5562 16.0123 20.3936
C -9.9289 21.5960 18.9520
C -10.4700 20.6989 20.0123
O -10.5031 19.3054 19.7752
H -10.1319 22.5931 19.3428
H -10.4905 21.6129 18.0179
H -8.8814 21.3874 18.7343
H -11.4319 21.0853 20.3492
H -9.9042 20.8862 20.9250
C -10.3948 29.5435 17.8176
C -9.9827 28.2751 17.1228
C -10.1288 26.9955 17.9436
O -9.2115 26.9769 19.0365
C -9.1020 25.7292 19.7152
N -10.8504 28.2401 15.9170
H -9.9395 29.6135 18.8055
H -11.4829 29.6019 17.8414
H -10.1461 30.4463 17.2597
H -8.9206 28.3468 16.8884
H -9.8290 26.2275 17.2305
H -11.1302 26.7710 18.3108
H -8.9276 25.0143 18.9110
H -10.0596 25.4670 20.1650
H -8.2471 25.5767 20.3740
H -10.5724 27.4212 15.3953
H -10.7243 29.0095 15.2750
C -13.5303 22.6586 11.3871
C -13.3756 22.0791 12.8472
C -11.8535 21.8744 13.1307
O -11.3587 20.8188 12.3374
C -10.0794 20.3620 12.8012
N -13.9649 22.9456 13.8086
H -14.5634 22.7927 11.0662
H -12.9690 22.0416 10.6854
H -13.0487 23.6350 11.3340
H -13.9812 21.1731 12.8700
H -11.5994 21.8502 14.1904
H -11.3070 22.7688 12.8316
H -9.3513 21.1730 12.8172
H -9.6912 19.7884 11.9595
H -9.9664 19.6843 13.6474
H -13.7638 22.5958 14.7345
H -14.9479 22.9506 13.5764
C -16.0058 20.3453 16.3894
C -15.0313 20.3993 17.5915
C -14.4301 21.7462 17.8481
O -13.8209 22.2061 16.6634
C -13.1947 23.5034 16.8291
N -15.7881 19.9392 18.8035
H -16.5045 19.3822 16.2814
H -15.5297 20.5186 15.4243
H -16.7387 21.1373 16.5427
H -14.2323 19.6652 17.4876
H -13.7497 21.5766 18.6826
H -15.2262 22.4155 18.1743
H -13.8706 24.3253 17.0655
H -12.7198 23.7538 15.8805
H -12.4462 23.4951 17.6215
H -16.5860 20.4969 19.0726
H -16.0927 18.9974 18.6028
C -9.9494 18.9933 29.2874
C -10.7599 18.2405 28.2063
C -11.4193 19.2386 27.2225
O -12.0485 18.5707 26.1886
C -12.7950 19.3694 25.2682
N -9.8964 17.2928 27.5638
H -10.6102 19.7029 29.7853
H -9.0501 19.4637 28.8899
H -9.5514 18.2704 29.9996
H -11.5842 17.7527 28.7265
H -10.6321 19.7972 26.7161
H -12.0393 19.9893 27.7125
H -13.2766 18.7148 24.5418
H -12.1376 19.9636 24.6336
H -13.5682 19.9568 25.7636
H -9.3060 17.8046 26.9238
H -10.4948 16.6965 27.0104
C -8.7609 23.6341 22.9456
C -10.1354 24.3799 23.0745
C -11.3952 23.4640 23.1664
O -12.6278 24.1396 22.8929
C -13.0463 24.1157 21.5277
N -9.8599 25.0950 24.2844
H -7.8996 24.3011 22.9851
H -8.7029 23.0458 22.0298
H -8.7245 22.9206 23.7688
H -10.1840 25.0939 22.2524
H -11.6064 23.0023 24.1310
H -11.2150 22.6729 22.4386
H -12.3438 24.6257 20.8686
H -13.9682 24.6964 21.4944
H -13.2242 23.1264 21.1062
H -10.7258 25.4722 24.6423
H -9.5523 24.4816 25.0255
C -4.6310 20.6498 19.9032
C -4.9968 21.9121 20.7891
C -5.5422 23.1335 20.0186
O -4.5771 23.5671 19.0757
C -4.9071 24.7485 18.3365
N -6.0539 21.4120 21.6497
H -4.5886 19.7079 20.4502
H -3.7944 20.8091 19.2230
H -5.4586 20.4105 19.2353
H -4.0610 22.0817 21.3215
H -5.8581 23.9186 20.7056
H -6.4204 22.9094 19.4131
H -5.2611 25.6392 18.8556
H -5.6728 24.5626 17.5834
H -4.0445 25.0811 17.7590
H -5.6456 20.7661 22.3102
H -6.8456 21.0414 21.1438
C -7.8690 25.7206 13.3858
C -9.2530 25.2226 13.5240
C -9.4171 24.3050 14.7364
O -8.7007 23.0977 14.7066
C -7.9276 22.8041 15.9071
N -10.0074 26.4604 13.6516
H -7.6106 26.3491 14.2381
H -7.7679 26.3430 12.4968
H -7.1456 24.9085 13.3132
H -9.5235 24.7630 12.5734
H -10.4560 23.9871 14.8245
H -9.2625 24.8682 15.6567
H -7.4984 21.8278 15.6817
H -8.5220 22.7955 16.8207
H -7.1032 23.5089 16.0147
H -10.9738 26.1670 13.6662
H -10.0416 27.0020 12.7997
C -9.8015 18.6712 23.5288
C -8.4122 19.1903 23.2365
C -7.3554 18.5186 24.1793
O -7.7024 18.6207 25.5486
C -7.6301 19.9031 26.1519
N -8.1898 18.8041 21.8622
H -10.0998 19.1216 24.4755
H -9.7789 17.5908 23.6721
H -10.4835 19.0320 22.7589
H -8.4355 20.2786 23.2928
H -6.3669 18.9357 23.9868
H -7.2710 17.4594 23.9359
H -8.4187 20.6214 25.9275
H -6.6685 20.3870 25.9809
H -7.6892 19.7507 27.2296
H -9.0056 19.0980 21.3443
H -8.2939 17.7999 21.8316
C -14.1285 20.3108 22.0710
C -14.1723 18.7869 21.6824
C -15.4648 18.0036 22.0210
O -15.3507 16.6802 21.4633
C -16.3922 15.7956 21.8506
N -13.8714 18.5145 20.2578
H -13.1638 20.7178 21.7679
H -14.1627 20.4299 23.1540
H -14.9832 20.8445 21.6555
H -13.4498 18.2760 22.3189
H -16.2872 18.5598 21.5713
H -15.5153 17.8988 23.1048
H -16.3174 15.3915 22.8602
H -16.3787 14.8458 21.3160
H -17.3542 16.2872 21.9951
H -12.9818 18.9346 20.0292
H -14.5299 19.0161 19.6791
C -7.3135 19.4827 17.0542
C -7.0343 18.0538 17.4818
C -5.5650 17.6951 17.8659
O -5.2682 16.3419 18.1798
C -5.5026 15.3090 17.2173
N -7.8777 17.8342 18.6548
H -7.4091 20.1179 17.9348
H -8.1691 19.5286 16.3805
H -6.5032 19.9129 16.4657
H -7.4466 17.3061 16.8043
H -5.2844 18.2624 18.7533
H -4.9593 17.9770 17.0046
H -6.5580 15.3378 16.9463
H -5.2572 14.3076 17.5710
H -4.8442 15.4940 16.3685
H -7.5962 18.5253 19.3354
H -7.3800 17.0611 19.0727
C -10.3424 14.6311 14.9580
C -9.8958 15.8796 15.8300
C -10.8457 17.1040 15.5717
O -10.5968 18.1385 16.5621
C -11.4466 19.2458 16.3125
N -9.9584 15.5696 17.2149
H -9.8958 13.7081 15.3277
H -9.8806 14.8071 13.9864
H -11.4124 14.4456 14.8643
H -8.8957 16.2005 15.5388
H -11.8526 16.6921 15.6405
H -10.7164 17.6117 14.6158
H -11.2351 19.8590 15.4365
H -11.3092 19.7960 17.2434
H -12.4830 18.9255 16.2065
H -10.9204 15.2843 17.3298
H -9.5142 14.6791 17.3878
```

Output
orbital gap (alpha / beta): 8.2 / 5.1 eV
lowest unoccupied orbital energy (alpha / beta): -2.28 / -5.39 eV
HOMO level (alpha / beta): -10.47 / -10.47 eV
2S+1: 5
charge: +1
<S²>: 6.01

> Number 1 is which compound?

C6H10ClN2

> Which of these has the highest charge?

C20H31N2O6P